ORCA calculation (ωB97M-V/def2-TZVPD) on a structure of composition C21H31ClN3PtS2Si at a distorted geometry.

Its total energy is -72069.639 eV. Its charge is -1. The value obtained for the frontier orbital gap (alpha / beta) is 5.85 / 5.84 eV.

XYZ file:
```
60
Properties=species:S:1:pos:R:3:forces:R:3
Pt -0.922191 0.562853 0.710951 -0.270 -0.096 -0.059
S -1.515291 -0.151031 2.976946 0.347 -0.306 -0.502
C -3.059559 -0.862580 2.657883 0.531 0.960 -0.889
C -3.487437 -1.764450 3.639792 -0.431 -0.840 0.792
N -3.767315 -2.519140 4.463519 -0.125 -0.022 0.048
C -3.826281 -0.584810 1.549277 1.269 0.627 -0.093
S -3.340301 0.465547 0.258285 0.350 -0.298 -0.023
C -5.114994 -1.107725 1.399361 -1.168 -0.509 -0.037
N -6.198242 -1.465259 1.240925 -0.073 -0.128 0.028
Cl -2.005636 4.210772 4.427131 0.025 -0.020 0.092
C -1.953440 3.878137 2.730244 -0.068 0.093 -0.202
C -2.990025 4.288128 1.905988 0.329 -0.250 -0.225
C -2.861991 4.027225 0.549115 -0.049 0.147 0.281
C -1.743292 3.355415 0.097382 0.155 0.090 -0.290
N -0.756575 2.928507 0.895012 -0.008 0.438 -0.144
C -0.858453 3.216992 2.195111 0.131 0.046 0.131
H -3.856731 4.788675 2.303361 -0.086 0.071 0.112
H -3.624096 4.336849 -0.149272 -0.058 -0.034 -0.038
H -1.623748 3.145534 -0.957507 -0.034 -0.039 0.011
H -0.034219 2.915269 2.828555 -0.063 -0.087 0.033
C -1.060844 -2.673586 -0.683027 -0.042 0.195 0.124
C 0.008704 -2.008477 -1.551846 0.000 0.338 0.243
C -0.727619 -1.525179 -2.802941 0.132 0.169 0.117
C 1.027680 -3.066747 -1.974133 0.086 0.241 0.168
Si 0.784081 -0.470733 -0.541614 -0.187 -0.403 0.417
C 2.079252 -1.126793 0.831909 -0.295 0.208 -0.290
C 2.268672 -0.026735 1.881375 -0.176 0.074 -0.084
C 1.480111 -2.318578 1.575597 -0.166 0.078 -0.169
C 3.445409 -1.535376 0.284156 -0.202 0.125 -0.123
C 1.679690 0.794312 -1.796272 -0.347 -0.078 0.341
C 2.553404 0.140294 -2.862400 -0.160 -0.185 0.175
C 2.531627 1.788171 -1.008517 -0.071 -0.198 0.126
C 0.593502 1.616852 -2.488237 -0.087 -0.122 0.119
H -1.577495 -3.453033 -1.247282 -0.008 -0.132 -0.129
H -1.798533 -1.930146 -0.384180 -0.126 -0.078 0.089
H -0.653067 -3.124005 0.214253 0.031 -0.073 0.179
H -1.284598 -2.354909 -3.245559 -0.036 -0.098 -0.029
H -0.041322 -1.148961 -3.557258 0.027 0.099 -0.154
H -1.442731 -0.745178 -2.545641 -0.118 0.096 -0.057
H 0.539972 -3.843690 -2.569658 -0.073 -0.038 -0.064
H 1.468424 -3.549347 -1.106668 0.129 -0.117 0.068
H 1.830457 -2.635769 -2.567792 0.159 -0.018 -0.141
H 1.292713 0.326046 2.229646 0.158 0.018 0.068
H 2.820333 0.821784 1.489970 0.083 0.182 -0.020
H 2.813783 -0.418373 2.741985 0.134 -0.087 0.113
H 0.498926 -2.059369 1.965977 -0.155 -0.082 0.114
H 2.113685 -2.593094 2.420793 0.147 -0.006 0.116
H 1.385319 -3.191897 0.937242 -0.030 -0.159 -0.040
H 3.944159 -0.699398 -0.199465 0.151 0.062 -0.091
H 3.353852 -2.344352 -0.436581 0.077 -0.127 -0.125
H 4.088875 -1.878752 1.098307 0.062 -0.054 0.105
H 3.325558 -0.481170 -2.418565 0.181 -0.139 0.009
H 3.044542 0.905964 -3.468508 0.045 0.131 -0.043
H 1.961017 -0.476160 -3.532317 -0.014 -0.135 -0.129
H 3.408241 1.308500 -0.582908 0.140 0.009 0.122
H 1.943933 2.226936 -0.205138 0.009 0.164 0.156
H 2.879264 2.593814 -1.660014 0.010 0.084 -0.123
H -0.068274 0.999209 -3.083681 -0.155 -0.041 -0.131
H 1.032520 2.374812 -3.140723 0.135 0.098 -0.084
H -0.003408 2.118204 -1.732346 -0.150 0.155 0.030
```
Forces are in eV/Å.

---

ORCA calculation (ωB97M-V/def2-TZVPD) on the molecule C3H7NO2 at a distorted geometry.

Its SMILES is CCNOC=O. Its total energy is -8807.645 eV. For the energy relative to the best compared isomer or geometry (same formula, charge and spin), the calculation gives 278.3 kJ/mol. The value obtained for the frontier orbital gap is 10.86 eV.

XYZ file:
```
13
Properties=species:S:1:pos:R:3:forces:R:3
C -0.516469 0.200243 0.276074 0.490 -1.538 0.498
C -1.841798 -0.535467 0.364084 -0.128 -0.127 -0.048
N 0.551677 -0.728190 -0.310248 -0.560 2.228 -0.351
C 2.216883 0.866160 -0.693041 0.234 1.075 -0.156
O 1.836556 -0.177048 0.097941 0.400 -0.146 0.002
O 3.245640 1.506147 -0.568406 -2.004 -1.710 -0.007
H 0.552420 -1.684247 0.048004 -0.042 0.616 0.392
H 1.374761 1.096399 -1.401605 0.864 -0.076 0.112
H -0.665399 1.124850 -0.291790 0.529 -0.368 -0.305
H -0.199958 0.486737 1.283729 0.065 0.020 -0.051
H -1.745670 -1.459156 0.943402 0.007 0.073 -0.069
H -2.230189 -0.786246 -0.627606 0.040 0.027 0.139
H -2.578455 0.089816 0.879462 0.106 -0.073 -0.155
```
Forces are in eV/Å.